Entry 1:
Here is C28H27N3PbSSi as an isolated structure in a non-equilibrium geometry from the OMol25 dataset. Energies are from the ωB97M-V functional and the def2-TZVPD basis.

Each line ends with the Löwdin charge.
Geometry (Å):
C  -1.4013  -1.6482  1.3121  -0.162
C  -0.0787  -2.1531  1.1300  -0.196
C  0.8237  -1.2759  1.7967  -0.172
H  0.2025  -3.0427  0.5655  0.082
C  0.0576  -0.2358  2.4010  -0.176
C  -1.3147  -0.4697  2.1025  -0.156
H  -2.1528  0.1362  2.4593  0.068
H  -2.3099  -2.0963  0.9046  0.086
H  1.9044  -1.3824  1.8328  0.073
H  0.4491  0.5728  3.0118  0.070
Pb  -0.3413  2.8751  -0.1888  1.413
C  1.0720  0.4785  -2.1267  -0.178
H  0.9081  0.7406  -1.0625  -0.071
H  0.4237  0.9914  -2.8450  0.019
H  2.1000  0.7101  -2.4140  0.050
Si  0.8587  -1.4357  -2.4695  0.796
C  -0.3018  -1.5656  -3.8997  -0.288
C  -1.3168  -2.5490  -3.7788  -0.102
H  -1.2474  -3.3240  -3.0137  0.101
C  -2.4518  -2.5164  -4.5816  -0.057
H  -3.2325  -3.2644  -4.4356  0.121
C  -2.5835  -1.5374  -5.5685  -0.044
H  -3.4543  -1.5499  -6.2304  0.123
C  -1.5804  -0.5702  -5.7137  -0.054
H  -1.6860  0.1953  -6.4868  0.117
C  -0.4463  -0.5780  -4.8865  -0.094
H  0.3048  0.2059  -4.9977  0.106
C  2.3062  -2.5737  -2.1964  -0.298
C  2.3380  -3.8329  -2.8292  -0.087
H  1.8132  -3.9837  -3.7705  0.112
C  2.9606  -4.9257  -2.2282  -0.051
H  2.8386  -5.9078  -2.6833  0.120
C  3.6944  -4.7587  -1.0471  -0.037
H  4.1520  -5.6145  -0.5517  0.120
C  3.8376  -3.4684  -0.5132  -0.053
H  4.4371  -3.3030  0.3875  0.118
C  3.1828  -2.3869  -1.1114  -0.101
H  3.3023  -1.3892  -0.7019  0.092
H  -0.1491  -1.8681  -1.2157  0.137
H  0.0126  -2.6133  -1.6288  0.152
N  -0.4561  4.1964  4.0097  0.205
C  -1.8355  3.9348  4.0587  -0.161
C  -2.7637  4.0553  5.0889  0.016
C  -4.0218  3.4540  4.8746  -0.037
C  -4.3029  2.7351  3.6930  -0.040
C  -3.3599  2.6634  2.6530  -0.015
C  -2.1449  3.3175  2.8413  -0.228
N  -0.9862  3.2717  2.0635  -0.033
C  0.0245  3.7986  2.8027  -0.257
C  1.3935  3.6281  2.3765  -0.311
C  2.6002  3.8173  3.0031  -0.252
S  3.8819  3.0773  2.0853  1.143
C  2.7785  2.5881  0.8835  -0.396
N  1.5097  2.9640  1.1520  -0.203
H  0.0986  4.6402  4.7352  0.185
H  -2.5098  4.6032  6.0023  0.127
H  -4.8026  3.5322  5.6423  0.124
H  -5.2691  2.2309  3.6015  0.122
H  -3.5378  2.0922  1.7357  0.116
H  2.7361  4.3534  3.9383  0.103
H  3.0355  1.9612  0.0319  0.092

Values from the calculation:
**Multiplicity**: 1
**Gap between HOMO and LUMO (alpha / beta)**: 4.11 / 4.11 eV
**Relative energy (zero: lowest compared OMol25 entry of this formula, charge and spin)**: 9.3 kJ/mol
**HOMO level (alpha / beta)**: -11.6 / -11.6 eV
**Net charge**: +2



Entry 2:
Here is C28H27N5ORe as an isolated structure in a non-equilibrium geometry from the OMol25 dataset. Energies are from the ωB97M-V functional and the def2-TZVPD basis.

Each line ends with the Löwdin charge.
Geometry (Å):
Re  -0.0505  -0.1372  -1.6144  1.783
C  1.4058  -2.3282  -3.3410  0.013
C  2.1696  -1.0846  -3.2521  -0.293
C  3.4092  -0.9634  -3.7842  0.052
C  4.0583  0.2563  -3.8746  0.072
C  3.4566  1.3964  -3.3977  0.087
C  2.2081  1.2852  -2.7586  -0.104
N  1.5144  0.0077  -2.7847  -0.072
C  1.3918  2.3144  -2.2064  -0.116
C  1.5982  3.6448  -1.9486  0.070
C  0.5440  4.4795  -1.5719  0.090
C  -0.7456  3.9405  -1.4895  0.079
C  -0.9361  2.5824  -1.6179  -0.121
N  0.1519  1.7032  -1.8006  -0.075
C  -2.1355  1.8031  -1.7055  -0.168
C  -3.4263  2.3341  -1.8657  0.058
C  -4.5228  1.5087  -1.8395  0.076
C  -4.3212  0.0802  -1.7976  0.087
C  -3.0253  -0.4378  -1.9205  -0.228
C  -2.7846  -1.8816  -2.1838  0.001
N  -1.9306  0.4511  -1.8429  -0.059
H  1.5929  -3.0049  -2.4463  0.145
H  1.6496  -2.7967  -4.2407  0.103
H  0.3414  -2.0881  -3.3238  0.063
H  3.9296  -1.8115  -4.2063  0.161
H  5.0617  0.2109  -4.2680  0.158
H  3.9232  2.3943  -3.4283  0.161
H  2.6251  3.9901  -1.9413  0.155
H  0.7279  5.5294  -1.5529  0.148
H  -1.5769  4.5485  -1.1316  0.156
H  -3.4790  3.4245  -1.9344  0.148
H  -5.5117  1.9858  -1.8964  0.160
H  -5.1642  -0.5550  -1.8304  0.132
H  -1.9427  -2.2666  -1.6259  0.038
H  -2.6503  -1.9198  -3.2687  0.121
H  -3.6412  -2.5156  -1.7963  0.148
C  1.3938  -2.3444  4.1589  0.046
N  0.3051  -2.2531  3.2031  -0.027
N  0.2211  -0.9845  2.5983  0.092
C  -0.1252  -1.1890  1.2607  -0.343
O  -0.2359  -0.2115  0.4263  -0.155
C  -0.3752  -2.5668  1.0356  0.085
C  -0.1090  -3.1807  2.3047  -0.165
C  -0.2318  -4.6198  2.7738  0.044
C  0.0599  0.2407  3.3528  -0.189
C  -0.5458  0.1808  4.6144  0.014
C  -0.4227  1.2837  5.4752  0.002
C  0.1641  2.4667  4.9871  0.004
C  0.7639  2.4598  3.7395  -0.035
C  0.6836  1.3616  2.9182  -0.032
H  1.9736  -1.4351  4.2265  0.112
H  2.0645  -3.2018  3.9206  0.132
H  0.9100  -2.5006  5.1280  0.115
H  -0.5728  -3.0827  0.1106  0.105
H  -1.0747  -5.1262  2.2923  0.114
H  -0.3123  -4.5666  3.8298  0.083
H  0.7241  -5.1704  2.6414  0.123
H  -0.9859  -0.7311  5.0140  0.130
H  -0.8085  1.1032  6.4968  0.144
H  0.2314  3.3419  5.6748  0.151
H  1.2656  3.3109  3.3633  0.112
H  1.1244  1.3357  1.9422  0.107

Values from the calculation:
**Multiplicity**: 4
**Gap between HOMO and LUMO (alpha / beta)**: 5.24 / 3.01 eV
**HOMO level (alpha / beta)**: -19.4 / -18.6 eV
**⟨S²⟩**: 3.79
**Net charge**: +4



Entry 3:
Here is a 2-piece molecular cluster, C28H27N7O6S overall in a non-equilibrium geometry from the OMol25 dataset. Energies are from the ωB97M-V functional and the def2-TZVPD basis.

Each line ends with the Löwdin charge.
Geometry (Å):
C  -3.9933  1.9812  -6.5274  0.019
C  -2.9807  2.0729  -5.4210  -0.235
O  -2.3256  3.2276  -5.1069  0.019
N  -1.4774  2.9579  -3.9897  0.156
C  -1.6551  1.7057  -3.6442  -0.175
C  -0.9114  1.0782  -2.5343  -0.153
C  0.4728  1.2935  -2.4083  -0.025
C  1.2027  0.6915  -1.3752  -0.070
C  0.5579  -0.1297  -0.4476  -0.077
C  -0.8208  -0.3304  -0.5414  -0.068
C  -1.5495  0.2787  -1.5679  -0.020
C  -2.5796  1.0921  -4.5706  -0.069
C  -3.0667  -0.2599  -4.5420  -0.417
O  -3.7310  -0.5807  -3.5765  0.116
N  -2.8719  -1.0746  -5.6398  0.128
C  -3.3980  -2.3522  -5.8229  -0.564
N  -4.3256  -2.8711  -5.0651  0.081
C  -4.6286  -4.1727  -5.4254  -0.083
C  -3.9302  -4.6563  -6.5001  -0.466
N  -4.0036  -5.9649  -6.9813  -0.406
O  -4.7459  -6.7589  -6.3967  0.074
O  -3.3105  -6.2483  -7.9591  0.051
S  -2.8731  -3.4124  -7.1289  1.121
H  -4.4910  1.0080  -6.5374  0.086
H  -3.5056  2.1388  -7.4931  0.092
H  -4.7563  2.7531  -6.3905  0.095
H  0.9890  1.9273  -3.1245  0.111
H  2.2731  0.8584  -1.2920  0.100
H  1.1294  -0.6004  0.3471  0.083
H  -1.3318  -0.9552  0.1854  0.104
H  -2.6244  0.1324  -1.5846  0.106
H  -2.2337  -0.7291  -6.3418  0.149
H  -5.3455  -4.7705  -4.8688  0.133
C  -0.5947  -1.8246  6.6523  -0.056
N  0.2163  -1.0384  5.7222  0.009
C  0.2942  0.3009  5.7305  -0.453
O  -0.3345  0.9712  6.5381  0.078
C  1.1979  0.9361  4.6541  -0.184
C  2.6906  0.7130  4.9534  -0.092
C  3.5761  0.7649  3.7543  -0.181
C  4.4673  1.7359  3.4585  -0.036
N  5.1104  1.4233  2.2755  0.069
C  4.6528  0.2328  1.7486  -0.198
C  4.9746  -0.4964  0.5953  -0.021
C  4.3061  -1.7074  0.3436  -0.095
C  3.3350  -2.1769  1.2465  -0.107
C  3.0223  -1.4388  2.4033  -0.036
C  3.6692  -0.2137  2.6785  -0.118
N  0.9096  2.3472  4.3255  0.119
C  1.0278  3.3949  5.1479  -0.552
C  0.4072  4.6865  4.6667  0.000
O  1.6199  3.3782  6.2180  0.049
H  -0.3642  -2.8859  6.5511  0.083
H  -0.3893  -1.5114  7.6784  0.088
H  -1.6553  -1.6646  6.4481  0.086
H  0.7701  -1.5372  5.0464  0.116
H  0.9863  0.3709  3.7478  0.139
H  3.0456  1.4228  5.6993  0.120
H  2.8175  -0.2775  5.3907  0.121
H  4.6452  2.6134  4.0707  0.135
H  5.8338  1.9985  1.8692  0.152
H  5.7277  -0.1329  -0.0871  0.100
H  4.5427  -2.2829  -0.5412  0.097
H  2.8328  -3.1150  1.0513  0.096
H  2.2899  -1.8180  3.0974  0.088
H  0.4342  2.5206  3.4568  0.142
H  -0.6638  4.5408  4.5404  0.083
H  0.8610  4.9817  3.7235  0.079
H  0.5799  5.4580  5.4166  0.085

Values from the calculation:
**Multiplicity**: 1
**Gap between HOMO and LUMO**: 7.03 eV
**SMILES**: Cc1onc(-c2ccccc2)c1C(=O)Nc1ncc([N+](=O)[O-])s1.CNC(=O)[C@H](Cc1c[nH]c2ccccc12)NC(C)=O
**HOMO level**: -8.2 eV



Entry 4:
Here is one molecule with the formula C28H27NO5 from the OMol25 dataset. Energies are from the ωB97M-V functional and the def2-TZVPD basis.

Each line ends with the Löwdin charge.
Geometry (Å):
C  -3.8285  3.7195  1.9787  -0.058
O  -2.6761  2.9182  2.0715  -0.120
C  -2.7907  1.5576  1.9449  -0.176
C  -4.0039  0.8890  1.9807  -0.019
C  -4.0355  -0.4932  1.9152  -0.071
C  -2.8604  -1.2059  1.8275  -0.031
C  -1.6283  -0.5594  1.7616  -0.059
C  -0.4105  -1.4714  1.6236  -0.178
N  0.8677  -0.9280  2.0030  0.111
C  1.5804  -0.1562  1.1504  -0.207
C  2.6595  0.6087  1.6474  0.001
C  3.3893  1.3995  0.8169  -0.020
C  3.0321  1.5422  -0.5451  -0.181
C  3.6979  2.4674  -1.3691  -0.037
C  3.3014  2.6737  -2.6624  -0.088
C  2.1943  1.9780  -3.1587  -0.074
C  1.5434  1.0528  -2.3852  -0.034
C  1.9627  0.7656  -1.0703  -0.110
C  1.3160  -0.1910  -0.2299  -0.050
C  0.5074  -1.2983  -0.6872  -0.066
C  -0.2723  -1.9742  0.1999  -0.050
C  -0.9190  -3.2410  -0.1022  -0.347
O  -1.5482  -3.8716  0.7330  0.069
C  -0.7682  -3.7543  -1.5168  -0.058
C  0.5710  -3.3613  -2.1404  -0.547
C  1.7267  -4.0093  -1.3766  -0.022
C  0.6174  -3.8156  -3.6008  -0.047
C  0.6760  -1.8314  -2.0812  -0.092
C  -1.5889  0.8354  1.7987  -0.106
O  -0.3610  1.4537  1.7414  -0.033
C  -0.2390  2.6768  1.0615  -0.066
C  -0.4820  3.9021  1.9314  -0.530
O  -0.8001  4.9814  1.5081  0.102
O  -0.2066  3.6725  3.2129  0.132
H  -4.4670  3.6073  2.8608  0.099
H  -3.4586  4.7432  1.9214  0.094
H  -4.4040  3.4926  1.0766  0.103
H  -4.9249  1.4401  2.0819  0.104
H  -4.9832  -1.0076  1.9506  0.105
H  -2.8815  -2.2838  1.7916  0.105
H  -0.6087  -2.3456  2.2589  0.155
H  1.0256  -0.7854  2.9880  0.154
H  2.8882  0.5501  2.7016  0.118
H  4.2274  1.9674  1.1946  0.116
H  4.5210  3.0296  -0.9508  0.111
H  3.8150  3.3872  -3.2892  0.100
H  1.8428  2.1828  -4.1596  0.104
H  0.6614  0.5753  -2.7776  0.102
H  -0.9015  -4.8378  -1.5067  0.133
H  -1.5863  -3.3260  -2.1050  0.140
H  2.6794  -3.7223  -1.8169  0.090
H  1.7243  -3.7033  -0.3334  0.088
H  1.6432  -5.0930  -1.4148  0.090
H  0.5319  -4.8979  -3.6637  0.085
H  1.5572  -3.5196  -4.0620  0.086
H  -0.1979  -3.3756  -4.1714  0.084
H  1.6382  -1.5135  -2.4856  0.128
H  -0.1141  -1.4204  -2.7183  0.132
H  0.8053  2.7220  0.7271  0.137
H  -0.8860  2.7322  0.1796  0.157
H  -0.3715  4.4700  3.7399  0.139

Values from the calculation:
**Multiplicity**: 1
**Gap between HOMO and LUMO**: 7.30 eV
**SMILES**: COc1cccc([C@@H]2Nc3ccc4ccccc4c3C3=C2C(=O)CC(C)(C)C3)c1OCC(=O)O
**Relative energy (zero: lowest compared OMol25 entry of this formula, charge and spin)**: 0.0 kJ/mol
**HOMO level**: -7.4 eV



- multiplicity of number 3 (C28H27N7O6S)?
  1